Entry from OMol25: the molecule C2H4N2O2S at a distorted geometry (the ωB97M-V functional and the def2-TZVPD basis).

Summary:
HOMO in eV: -9.4
Energy relative to the best compared isomer or geometry (same formula, charge and spin) in kcal/mol: 64.8
Spin multiplicity: 1
Orbital gap in eV: 9.70
LUMO energy in eV: 0.25

Each line ends with the natural charge from an NBO analysis.
Geometry (Å):
S  2.8616  -0.1333  -1.6784  1.52
O  3.6048  0.4907  -0.5998  -0.89
O  1.2512  0.2780  -1.8739  -0.69
N  2.2912  -1.6571  -0.9482  -0.29
N  1.1584  -1.6464  -0.6552  -0.08
C  0.4018  -0.4201  -1.0211  0.16
C  0.0244  0.1156  0.3704  -0.67
H  -0.4424  -0.8045  -1.7537  0.22
H  0.7430  0.8744  0.6641  0.24
H  -0.9892  0.5851  0.5729  0.24
H  0.0633  -0.7547  1.0727  0.24